Density functional theory data (ωB97M-V/def2-TZVPD) for C28H54FInN5O4S as an isolated structure at a distorted geometry.

Each line ends with the Löwdin charge.
CARTESIAN COORDINATES (ANGSTROEM)
C 0.369 -0.309 4.447  -0.1596
C 1.569 -0.707 3.365  -0.4035
N 1.945 -2.199 3.489  -0.2434
In 3.954 -2.444 2.676  0.5831
C 5.294 -1.127 3.939  -0.3309
C 6.655 -0.594 3.197  -0.2862
C 6.912 1.046 3.403  -0.2461
C 5.619 1.791 2.724  -0.4784
S 5.732 3.684 2.733  0.8064
C 4.287 4.194 1.591  -0.4590
N 3.171 5.189 1.824  -0.0133
N 2.430 5.062 0.629  -0.0634
C 3.067 4.026 -0.321  -0.0422
O 4.288 3.468 0.311  -0.1100
C 3.812 -1.862 0.493  -0.2106
C 5.232 -1.457 -0.218  -0.2951
O 6.015 -2.464 -0.663  -0.0879
F 5.733 -0.076 -0.446  -0.0757
H 0.565 -0.906 5.452  0.0705
H 0.360 0.845 4.711  0.0603
H -0.692 -0.606 4.038  0.0583
H 1.284 -0.396 2.273  0.0907
H 2.547 -0.117 3.699  0.0682
H 1.265 -2.661 2.815  0.0010
H 4.468 -4.157 2.845  -0.1075
H 5.658 -1.800 4.855  0.0420
H 4.635 -0.278 4.421  0.0210
H 7.589 -1.109 3.732  0.1069
H 6.727 -0.896 2.069  0.0855
H 7.120 1.331 4.520  0.1108
H 7.890 1.300 2.779  0.1132
H 5.593 1.486 1.579  0.0871
H 4.583 1.528 3.201  0.0805
H 2.714 3.684 -1.385  0.1308
H 3.415 -2.828 -0.086  0.0410
H 2.957 -1.049 0.336  0.0602
C 0.216 -5.407 -3.269  -0.0503
C 0.201 -4.540 -1.979  -0.4710
C -0.648 -5.276 -0.911  -0.1357
C -2.138 -5.258 -1.245  -0.1925
C -2.639 -3.837 -1.471  -0.1364
C -1.781 -2.991 -2.454  -0.4729
N -0.303 -3.151 -2.250  -0.0219
O 0.054 -2.354 -1.146  -0.0203
C -2.119 -3.333 -3.927  -0.0481
C -2.270 -1.506 -2.325  -0.0525
C 1.704 -4.540 -1.542  -0.0390
H 0.803 -6.320 -3.120  0.0850
H -0.762 -5.758 -3.581  0.0488
H 0.666 -4.861 -4.101  0.0905
H -0.499 -4.817 0.077  0.1266
H -0.317 -6.318 -0.811  0.1231
H -2.349 -5.876 -2.122  0.0998
H -2.699 -5.712 -0.416  0.1130
H -3.678 -3.881 -1.820  0.1209
H -2.671 -3.339 -0.492  0.1233
H -1.492 -2.756 -4.615  0.0901
H -3.164 -3.086 -4.156  0.0827
H -2.014 -4.387 -4.176  0.0535
H -2.221 -1.134 -1.294  0.0765
H -3.319 -1.409 -2.633  0.0833
H -1.679 -0.835 -2.960  0.0821
H 2.325 -4.045 -2.302  0.0957
H 2.082 -5.561 -1.424  0.0874
H 1.873 -4.038 -0.585  0.0546
C -2.080 4.553 -0.274  -0.0425
C -2.762 3.478 -1.165  -0.4725
C -3.372 4.188 -2.401  -0.1399
C -4.595 5.029 -2.040  -0.1922
C -5.639 4.200 -1.303  -0.1396
C -5.091 3.372 -0.107  -0.4746
N -3.786 2.691 -0.398  -0.0172
O -4.077 1.537 -1.151  -0.0349
C -4.919 4.257 1.153  -0.0447
C -6.229 2.380 0.322  -0.0521
C -1.559 2.585 -1.616  -0.0385
H -1.181 4.950 -0.759  0.0862
H -2.695 5.427 -0.081  0.0509
H -1.775 4.131 0.685  0.0961
H -3.661 3.447 -3.161  0.1227
H -2.623 4.833 -2.879  0.1230
H -4.307 5.896 -1.438  0.1025
H -5.037 5.435 -2.960  0.1123
H -6.442 4.867 -0.962  0.1208
H -6.100 3.524 -2.035  0.1194
H -4.505 3.676 1.985  0.0940
H -5.886 4.656 1.487  0.0832
H -4.287 5.130 1.003  0.0566
H -6.573 1.749 -0.507  0.0735
H -7.114 2.926 0.674  0.0809
H -5.901 1.726 1.138  0.0871
H -1.097 2.095 -0.748  0.0948
H -0.783 3.184 -2.105  0.0794
H -1.844 1.810 -2.333  0.0637

Summary:
<S²> = 2.01
HOMO-LUMO gap (alpha / beta) = 6.93 / 6.05 eV
Energy = -2361.73412 a.u.
Charge = -1
Multiplicity = 3
Molecular weight = 690.65 g mol⁻¹